No. 1
31
Properties=species:S:1:pos:R:3:nbo_charge:R:1 method="wB97M-V/def2-TZVPD" spin_multiplicity=1 smiles="O=CCNCCCO.O.O.O.O" max_force_ha_per_bohr=0.03377 energy_ha=-708.081874 de_lowest_kj_mol=180.91 lumo_energy_ha=0.015 orbital_gap_ev=9.886 e_homo_ev=-9.47
C 0.969 -1.870 -0.374 -0.4503
C 2.020 -1.050 0.368 -0.0704
O 1.997 -1.226 1.786 -0.7480
C -0.440 -1.748 0.158 -0.2122
N -1.010 -0.385 -0.005 -0.6534
C -2.249 -0.207 0.726 -0.3235
C -2.726 1.238 0.666 0.4359
O -3.847 1.505 0.310 -0.5154
H 1.219 -2.930 -0.379 0.2069
H 0.906 -1.502 -1.404 0.2311
H 3.005 -1.366 0.010 0.1740
H 1.806 0.006 0.216 0.2021
H 2.069 -2.156 2.027 0.4717
H -1.144 -2.430 -0.349 0.1952
H -0.553 -2.042 1.217 0.1657
H -0.272 0.242 0.282 0.3841
H -3.020 -0.828 0.242 0.2035
H -2.246 -0.552 1.771 0.1900
H -2.069 2.010 1.076 0.1407
H -1.345 0.076 -1.921 0.5024
H -1.833 0.789 -3.088 0.4726
O -1.004 0.379 -2.802 -0.9859
H 0.734 0.047 2.592 0.4891
H 1.153 1.239 3.458 0.4712
O 0.656 1.013 2.667 -0.9676
H 0.905 2.661 -1.164 0.4960
H 1.270 2.912 0.338 0.4724
O 0.546 2.933 -0.305 -0.9726
H 0.720 1.170 -2.859 0.5114
H 2.198 0.730 -2.840 0.4751
O 1.586 1.342 -2.421 -0.9919



No. 2
31
Properties=species:S:1:pos:R:3:nbo_charge:R:1 method="wB97M-V/def2-TZVPD" spin_multiplicity=1 smiles="CCC[C@@H](N)C(=O)O.O.O.O.O" max_force_ha_per_bohr=0.03215 energy_ha=-708.114376 de_lowest_kj_mol=95.58 lumo_energy_ha=0.005 orbital_gap_ev=9.934 e_homo_ev=-9.81
O 2.546 -1.613 0.549 -0.5755
C 1.684 -1.180 -0.164 0.7927
O 1.327 -1.880 -1.252 -0.7232
C 0.980 0.171 -0.030 -0.1900
C 1.446 0.925 1.227 -0.4148
C 0.379 1.924 1.726 -0.4004
C -0.142 1.564 3.115 -0.6070
N 1.047 0.973 -1.249 -0.8502
H 0.531 -1.626 -1.767 0.5197
H -0.034 -0.103 0.250 0.2214
H 1.764 0.228 1.996 0.2336
H 2.381 1.443 0.974 0.2015
H 0.797 2.928 1.842 0.2082
H -0.374 1.999 0.943 0.1728
H -0.822 2.357 3.447 0.2084
H 0.625 1.414 3.868 0.2153
H -0.794 0.683 3.105 0.1996
H 0.338 1.686 -1.234 0.3683
H 1.996 1.308 -1.330 0.3738
H -2.534 2.162 0.892 0.4589
H -3.285 1.364 -0.182 0.4865
O -3.389 2.090 0.454 -0.9548
H -2.574 -0.661 -0.749 0.4914
H -1.332 0.116 -1.091 0.4816
O -2.270 0.058 -1.318 -0.9614
H -1.232 -0.504 -3.057 0.4998
H 0.117 -0.914 -3.610 0.4830
O -0.595 -1.212 -3.027 -0.9492
H -0.597 -2.818 0.404 0.4940
H -1.703 -2.217 1.226 0.4796
O -1.042 -1.974 0.564 -0.9635



No. 3
32
Properties=species:S:1:pos:R:3:nbo_charge:R:1 method="wB97M-V/def2-TZVPD" spin_multiplicity=1 total_charge=-1 max_force_ha_per_bohr=0.01104 energy_ha=-803.924712 de_lowest_kj_mol=120.83 lumo_energy_ha=0.115 orbital_gap_ev=6.980 e_homo_ev=-3.84
C -0.813 0.415 -2.205 -0.0611
O 0.576 0.668 -2.449 -0.7719
C -1.043 -0.285 -0.881 -0.4342
C -0.678 -1.780 -0.951 -0.3986
C 0.725 -2.140 -1.397 -0.6280
C 1.904 -2.013 -0.701 0.6625
O 1.811 -1.272 0.555 -0.8344
O 3.055 -2.388 -0.964 -0.7465
H -1.210 -0.190 -3.032 0.1491
H -1.290 1.378 -2.243 0.1754
H -0.464 0.209 -0.111 0.2096
H -2.094 -0.186 -0.590 0.1968
H -0.931 -2.223 0.017 0.1633
H -1.369 -2.247 -1.662 0.1919
H 0.824 -2.689 -2.332 0.2087
H 1.007 -0.203 -2.358 0.4995
H 2.681 -1.354 0.969 0.4948
H -0.431 -0.252 3.175 0.5105
H -1.633 0.706 2.978 0.4666
O -0.776 0.645 3.402 -0.9863
H 1.343 1.430 -0.956 0.5001
H 1.851 0.586 0.214 0.4967
O 1.804 1.519 -0.094 -1.0051
H -0.559 -2.478 2.157 0.4717
H 0.714 -1.686 1.870 0.5104
O 0.096 -1.926 2.597 -0.9901
H 0.699 2.349 1.024 0.5090
H -0.240 2.139 2.237 0.4932
O 0.033 2.819 1.593 -1.0197
H -1.909 3.785 -0.684 0.4545
H -1.440 3.227 0.674 0.5049
O -2.246 3.440 0.149 -0.9932



No. 4
7
Properties=species:S:1:pos:R:3:nbo_charge:R:1 method="wB97M-V/def2-TZVPD" spin_multiplicity=1 max_force_ha_per_bohr=0.14074 energy_ha=-191.386265 de_lowest_kj_mol=244.78 lumo_energy_ha="-0.055 / -0.055" orbital_gap_ev="6.958 / 6.957" e_homo_ev="-8.46 / -8.46"
C 1.949 0.105 0.420 -0.5350
C -0.562 0.503 0.052 -0.1314
C 0.772 0.595 0.156 0.0368
C -1.902 0.431 0.019 -0.1603
C 2.657 1.000 -0.352 0.3105
H 2.203 -0.886 0.584 0.1957
H -3.024 0.726 -0.304 0.2837



No. 5
45
Properties=species:S:1:pos:R:3:nbo_charge:R:1 method="wB97M-V/def2-TZVPD" spin_multiplicity=1 total_charge=-1 max_force_ha_per_bohr=0.18232 energy_ha=-1887.337667 de_lowest_kj_mol=437.78 lumo_energy_ha=0.091 orbital_gap_ev=9.697 e_homo_ev=-7.21
Cl 3.501 29.851 -6.948 2.6142
O 2.467 29.934 -6.032 -0.9023
O 4.070 28.555 -6.658 -0.9427
O 3.081 30.020 -8.284 -0.8335
O 4.416 30.913 -6.672 -0.8972
C 4.208 31.923 -3.192 0.7421
O 3.998 32.382 -2.056 -0.7283
N 4.666 32.696 -4.155 -0.8403
N 4.141 30.677 -3.403 -0.8051
H 4.742 33.655 -3.847 0.4079
H 4.951 32.321 -5.048 0.4154
H 4.166 30.341 -4.355 0.3894
H 3.728 30.031 -2.745 0.4059
C 0.148 26.922 -8.541 0.7606
O -0.992 26.600 -8.622 -0.6382
N 0.716 28.069 -8.185 -0.8299
N 1.138 26.117 -8.862 -0.8516
H 1.723 28.096 -8.108 0.3912
H 0.221 28.908 -7.919 0.3994
H 0.994 25.487 -9.639 0.3887
H 2.112 26.295 -8.664 0.3715
C 7.736 28.304 -5.043 0.7293
O 8.777 28.263 -4.416 -0.7094
N 7.363 27.452 -5.898 -0.8331
N 6.894 29.241 -5.006 -0.8102
H 6.455 27.591 -6.316 0.3997
H 7.890 26.667 -5.543 0.4139
H 7.120 30.049 -4.445 0.4072
H 6.000 29.054 -5.438 0.3921
C 4.100 25.103 -4.454 0.7398
O 3.975 24.365 -3.418 -0.7157
N 4.442 26.331 -4.380 -0.8199
N 3.594 24.810 -5.626 -0.8209
H 4.303 27.006 -5.119 0.4072
H 4.913 26.609 -3.531 0.4067
H 2.988 24.008 -5.731 0.4144
H 3.806 25.438 -6.388 0.3821
C -0.608 28.128 -4.981 0.7314
O -1.187 27.086 -5.236 -0.6780
N 0.253 28.487 -4.100 -0.8451
N -0.982 29.177 -5.528 -0.8103
H 0.875 29.183 -4.485 0.4113
H 0.485 27.738 -3.463 0.4005
H -1.580 29.052 -6.332 0.4032
H -0.653 30.043 -5.125 0.3866



No. 6
35
Properties=species:S:1:pos:R:3:nbo_charge:R:1 method="wB97M-V/def2-TZVPD" spin_multiplicity=1 total_charge=-1 max_force_ha_per_bohr=0.04778 energy_ha=-1339.527197 de_lowest_kj_mol=217.76 lumo_energy_ha=0.088 orbital_gap_ev=7.885 e_homo_ev=-5.48
Cl 1.146 -0.887 0.097 2.5844
O 2.071 -1.595 -0.742 -0.8786
O -0.137 -1.512 0.079 -0.9218
O 1.562 -0.963 1.448 -0.8980
O 0.899 0.464 -0.306 -0.8857
C -4.097 3.901 -4.594 -0.2457
O -2.682 3.971 -4.740 -0.7231
H -4.517 3.004 -5.048 0.1729
H -4.285 3.907 -3.520 0.1664
H -4.463 4.801 -5.088 0.1621
H -2.356 4.155 -3.856 0.4674
C -7.293 -3.222 0.403 -0.2681
O -8.532 -2.850 -0.262 -0.7180
H -6.532 -2.482 0.156 0.1904
H -7.344 -3.314 1.488 0.1707
H -6.890 -4.104 -0.095 0.1685
H -9.190 -3.336 0.242 0.4566
C 3.490 0.194 8.467 -0.2640
O 3.974 -0.397 9.682 -0.7296
H 2.578 0.707 8.773 0.1584
H 4.200 0.818 7.926 0.1954
H 2.921 -0.415 7.764 0.1738
H 3.278 -0.892 10.121 0.4659
C -0.874 -1.700 -5.834 -0.2513
O 0.242 -0.798 -5.894 -0.7218
H -1.097 -2.201 -6.776 0.1606
H -0.670 -2.447 -5.068 0.1724
H -1.809 -1.223 -5.542 0.1630
H 0.720 -1.013 -5.090 0.4765
C 7.910 1.364 0.877 -0.2439
O 7.219 2.566 1.174 -0.7315
H 8.127 0.803 1.786 0.1557
H 7.293 0.714 0.257 0.1732
H 8.846 1.606 0.374 0.1727
H 6.294 2.374 1.343 0.4737



No. 7
49
Properties=species:S:1:pos:R:3:lowdin_spin:R:1 method="wB97M-V/def2-TZVPD" spin_multiplicity=2 max_force_ha_per_bohr=0.16887 s_squared=0.7552 energy_ha=-3327.291116 de_lowest_kj_mol=1009.86 lumo_energy_ha="-0.123 / -0.157" orbital_gap_ev="5.641 / 1.771" e_homo_ev="-8.98 / -6.03"
Cu 1.288 -17.162 -13.108 -0.0008
N -0.823 -18.234 -18.192 -0.0223
O -0.251 -18.784 -19.137 0.1361
O -2.007 -18.404 -18.031 0.1244
O -0.181 -17.506 -17.365 0.2021
N 4.740 -12.986 -15.183 -0.0294
O 4.698 -11.848 -15.660 0.2040
O 5.865 -13.521 -15.129 0.2318
O 3.745 -13.520 -14.645 0.1541
C -1.883 -22.362 -13.241 0.0000
O -1.112 -21.482 -13.180 0.0000
N -1.898 -23.351 -12.393 0.0000
N -2.864 -22.527 -14.107 0.0000
H -1.152 -23.131 -11.749 0.0000
H -2.681 -23.979 -12.274 0.0000
H -3.073 -21.798 -14.774 0.0000
H -3.399 -23.383 -14.071 0.0000
C -4.220 -13.720 -13.083 0.0000
O -3.139 -14.393 -13.009 0.0000
N -4.333 -12.629 -12.452 0.0000
N -5.211 -13.927 -13.870 0.0000
H -5.152 -12.068 -12.640 0.0000
H -3.620 -12.376 -11.784 0.0000
H -5.216 -14.799 -14.380 0.0000
H -5.920 -13.230 -14.048 0.0000
C 5.307 -20.070 -16.425 0.0000
O 4.683 -19.410 -15.615 0.0000
N 5.768 -19.625 -17.562 0.0000
N 5.624 -21.347 -16.312 0.0000
H 6.310 -20.210 -18.182 0.0000
H 5.533 -18.646 -17.642 0.0000
H 5.359 -21.822 -15.461 0.0000
H 6.004 -21.775 -17.144 0.0000
C -0.861 -17.527 -7.402 0.0000
O -0.376 -17.281 -8.542 0.0000
N -1.823 -16.848 -6.951 0.0000
N -0.475 -18.466 -6.652 0.0000
H -2.329 -17.278 -6.190 0.0000
H -2.209 -16.095 -7.502 0.0000
H 0.288 -19.082 -6.894 0.0000
H -0.904 -18.452 -5.738 0.0000
C 6.393 -16.548 -9.148 0.0000
O 5.612 -17.022 -9.963 0.0000
N 6.786 -17.102 -8.009 0.0000
N 7.047 -15.453 -9.429 0.0000
H 7.614 -16.806 -7.513 0.0000
H 6.356 -17.984 -7.770 0.0000
H 7.697 -15.225 -8.691 0.0000
H 7.126 -15.008 -10.333 0.0000